# 1
Computed, not measured: the molecule C4H7FO, with ωB97M-V with the def2-TZVPD basis set.

```
13
Properties=species:S:1:pos:R:3
C -1.061 -0.415 0.296
C 0.130 -0.201 -0.519
C 1.393 0.281 0.126
C 0.427 1.138 -0.775
H -0.763 -2.206 1.651
H -1.086 0.279 1.130
H -1.985 -0.227 -0.272
H 0.233 -0.939 -1.279
H 1.226 0.641 1.182
H 2.392 -0.142 -0.307
H 0.916 1.620 -1.680
O -1.363 -1.859 0.767
F -0.460 2.029 -0.319
```

Results
Gap between HOMO and LUMO (eV): 10.807
Largest force on an atom (hartree/bohr): 0.0967
HOMO (eV): -9.978
Energy above the lowest of the compared OMol25 structures with the same formula, charge and spin (kJ/mol): 263.6
SMILES: OC[C@@H]1C[C@@H]1F

***

# 2
Computed, not measured: the molecule C4H7FO, with ωB97M-V with the def2-TZVPD basis set.

```
13
Properties=species:S:1:pos:R:3
C -0.292 0.850 -1.335
C -0.614 0.618 0.125
C -0.234 -0.762 0.672
C 1.238 -0.869 0.974
H 0.746 1.233 -1.464
H -0.972 1.621 -1.824
H -0.572 -0.031 -1.877
H -0.137 1.428 0.831
H -1.635 0.760 0.253
H -0.651 -1.120 1.635
H 1.622 -1.850 0.589
O 1.889 -0.101 1.682
F -0.388 -1.777 -0.261
```

Results
Gap between HOMO and LUMO (eV): 10.856
Largest force on an atom (hartree/bohr): 0.0514
HOMO (eV): -10.117
Energy above the lowest of the compared OMol25 structures with the same formula, charge and spin (kJ/mol): 82.0
SMILES: CC[C@@H](F)C=O

***

# 3
Computed, not measured: the molecule C4H7FO, with ωB97M-V with the def2-TZVPD basis set.

```
13
Properties=species:S:1:pos:R:3
C -0.766 -0.243 0.005
C -0.121 -0.270 1.337
C 0.198 0.132 -1.123
C 1.485 -0.116 -1.183
H -1.759 1.319 0.427
H -1.024 -1.297 -0.437
H 0.705 -1.045 1.392
H -0.871 -0.394 2.153
H -0.372 0.729 -1.889
H 2.064 0.088 -2.054
H 2.035 -0.382 -0.328
O -1.911 0.485 0.043
F 0.337 0.995 1.658
```

Results
Gap between HOMO and LUMO (eV): 10.858
Largest force on an atom (hartree/bohr): 0.0690
HOMO (eV): -9.904
Energy above the lowest of the compared OMol25 structures with the same formula, charge and spin (kJ/mol): 142.4
SMILES: C=C[C@H](O)CF

***

# 4
Computed, not measured: a cluster of 2 separate species, C4H7FS in total, with ωB97M-V with the def2-TZVPD basis set.

```
13
Properties=species:S:1:pos:R:3
C -0.284 0.917 1.891
C -0.256 0.866 0.363
C -0.248 -0.705 1.787
C -0.304 -0.435 0.307
F -0.247 -1.308 -0.743
S 0.438 -0.619 -4.349
H 0.532 1.525 2.331
H -1.180 1.105 2.382
H -0.421 1.623 -0.378
H 1.613 -0.249 -4.893
H 0.661 -1.104 2.343
H -1.107 -1.317 2.064
H 0.803 -0.299 -3.105
```

Results
Gap between HOMO and LUMO (eV): 10.550
Largest force on an atom (hartree/bohr): 0.0477
HOMO (eV): -9.590
Energy above the lowest of the compared OMol25 structures with the same formula, charge and spin (kJ/mol): 234.3
SMILES: FC1=CCC1.S

***

# 5
Computed, not measured: a cluster of 2 separate species, C4H7FS3 in total, with ωB97M-V with the def2-TZVPD basis set.

```
15
Properties=species:S:1:pos:R:3
C 0.989 -1.846 0.652
C -0.134 -0.926 -0.057
C -1.923 1.264 0.570
C -1.300 2.568 0.165
H 2.035 0.922 -0.070
H 0.899 -2.369 1.652
H 1.134 -2.826 -0.114
H -2.612 1.475 1.446
H -2.718 1.019 -0.210
H -2.140 3.127 -0.372
H -0.704 3.037 1.016
F -0.392 2.273 -0.804
S 2.582 -1.043 0.221
S -0.415 -0.897 -1.599
S -0.802 -0.010 1.122
```

Results
Gap between HOMO and LUMO (eV): 7.658
Largest force on an atom (hartree/bohr): 0.0845
HOMO (eV): -8.612
Energy above the lowest of the compared OMol25 structures with the same formula, charge and spin (kJ/mol): 382.6

***

# 6
Computed, not measured: the molecule C4H7I2NO, with ωB97M-V with the def2-TZVPD basis set.

```
15
Properties=species:S:1:pos:R:3
C -1.578 0.291 0.484
C 0.915 0.448 0.026
C -0.175 0.423 1.056
C -2.917 -1.215 -0.707
N -3.062 -1.771 -1.793
O -1.712 -0.672 -0.425
I -4.298 -1.350 0.798
I -2.053 2.298 -0.554
H -2.474 0.381 1.252
H 0.984 1.516 -0.625
H 1.851 0.439 0.558
H 0.786 -0.418 -0.694
H -0.141 -0.511 1.672
H -0.157 1.283 1.842
H -2.440 -1.651 -2.551
```

Results
Gap between HOMO and LUMO (eV): 9.513
Largest force on an atom (hartree/bohr): 0.0826
HOMO (eV): -9.246
Energy above the lowest of the compared OMol25 structures with the same formula, charge and spin (kJ/mol): 0.0
SMILES: [H]/N=C(/I)O[C@H](I)CC

***

# 7
Computed, not measured: a cluster of 2 separate species, C4H7IN in total, with ωB97M-V with the def2-TZVPD basis set.

```
13
Properties=species:S:1:pos:R:3
C 0.905 -0.477 -0.281
C 1.596 -0.377 -1.384
C 0.218 -1.190 0.787
C -1.597 1.331 0.144
N 0.229 0.261 0.694
I -3.054 -0.079 -0.056
H 1.819 0.576 -1.835
H 1.973 -1.257 -1.879
H -0.732 -1.672 0.563
H 0.758 -1.654 1.603
H -1.625 1.941 1.032
H -1.185 1.747 -0.761
H 0.694 0.851 1.373
```

Results
Gap between HOMO and LUMO (eV): 8.478
Largest force on an atom (hartree/bohr): 0.0658
HOMO (eV): -14.041
Energy above the lowest of the compared OMol25 structures with the same formula, charge and spin (kJ/mol): 370.8
Net charge: +1

***

# 8
Computed, not measured: a structure of composition C4H7IN2, with ωB97M-V with the def2-TZVPD basis set.

```
14
Properties=species:S:1:pos:R:3
C -0.858 -0.599 0.058
C 1.369 1.794 2.411
C 1.092 -0.553 -1.378
C -0.057 0.127 -0.746
N -2.089 -0.147 0.539
N 1.200 0.811 1.798
I -2.274 1.852 0.651
H -0.555 -1.526 0.439
H 1.706 0.103 -2.031
H 1.733 -0.941 -0.586
H 0.737 -1.406 -2.035
H -0.491 1.052 -1.166
H -2.799 -0.773 1.040
H 1.285 0.205 1.009
```

Results
Gap between HOMO and LUMO (eV): 7.940
Largest force on an atom (hartree/bohr): 0.0524
HOMO (eV): -8.114
Energy above the lowest of the compared OMol25 structures with the same formula, charge and spin (kJ/mol): 307.6

***

# 9
Computed, not measured: the molecule C4H7IN2, with ωB97M-V with the def2-TZVPD basis set.

```
14
Properties=species:S:1:pos:R:3
C 0.083 -1.554 0.684
C -0.464 -1.062 -0.426
C -1.055 0.227 -0.409
C -0.315 1.264 0.546
N 1.773 1.148 -0.480
N 0.907 1.486 0.451
I -3.347 -0.165 -0.061
H 0.775 -2.364 0.526
H -0.206 -1.347 1.756
H -0.387 -1.619 -1.366
H -1.183 0.766 -1.435
H -0.979 1.670 1.348
H 1.626 0.155 -0.779
H 2.772 1.394 -0.356
```

Results
Gap between HOMO and LUMO (eV): 8.531
Largest force on an atom (hartree/bohr): 0.0844
HOMO (eV): -8.940
Energy above the lowest of the compared OMol25 structures with the same formula, charge and spin (kJ/mol): 288.5
SMILES: C=C[C@@H](I)/C=N\N

***

# 10
Computed, not measured: a cluster of 2 separate species, C4H7IO2 in total, with ωB97M-V with the def2-TZVPD basis set.

```
14
Properties=species:S:1:pos:R:3
C -2.296 -1.064 0.179
C -0.386 1.142 0.406
C 0.477 -1.234 -0.262
C -0.348 -0.057 -0.438
O -2.349 -2.111 0.752
O -0.514 0.363 -1.711
I -4.013 0.076 -0.074
H 0.398 2.023 0.294
H -1.328 1.687 0.490
H -0.363 0.717 1.451
H 0.021 -1.821 0.590
H 1.483 -1.030 -0.030
H 0.614 -1.789 -1.170
H -0.773 -0.231 -2.405
```

Results
Spin multiplicity: 3
Gap between HOMO and LUMO (alpha / beta) (eV): 6.299 / 7.722
Largest force on an atom (hartree/bohr): 0.1107
HOMO (alpha / beta) (eV): -5.853 / -9.821
Energy above the lowest of the compared OMol25 structures with the same formula, charge and spin (kJ/mol): 49.1

***

# 11
Computed, not measured: a structure of composition C4H7LiO2Y, with ωB97M-V with the def2-TZVPD basis set.

```
15
Properties=species:S:1:pos:R:3
O -0.052 0.737 1.288
C -0.680 1.190 0.155
C -2.023 1.390 0.251
Li -0.222 2.701 2.044
Y 1.532 -0.770 1.591
H -0.206 1.021 -0.819
H -2.495 1.644 1.207
H -2.580 1.680 -0.639
C -0.868 -2.545 1.953
C -0.022 -2.696 0.856
O -1.786 -3.494 1.880
H -1.185 -2.117 2.919
H 0.790 -3.431 0.853
H -0.305 -2.540 -0.187
H -2.299 -3.508 2.699
```

Results
Gap between HOMO and LUMO (eV): 6.489
Largest force on an atom (hartree/bohr): 0.1415
HOMO (eV): -20.315
Energy above the lowest of the compared OMol25 structures with the same formula, charge and spin (kJ/mol): 0.0
Net charge: +3

***

# 12
Computed, not measured: the molecule C4H7N, with ωB97M-V with the def2-TZVPD basis set.

```
12
Properties=species:S:1:pos:R:3
C -1.588 0.086 -0.112
C -0.191 0.680 0.059
C 0.820 -0.472 0.267
C 2.240 -0.232 -0.070
N 3.277 -0.318 -0.582
H -2.345 0.855 -0.300
H -1.586 -0.611 -0.957
H -1.883 -0.472 0.784
H 0.084 1.271 -0.820
H -0.193 1.380 0.907
H 0.704 -0.891 1.277
H 0.660 -1.275 -0.452
```

Results
Gap between HOMO and LUMO (eV): 12.317
Largest force on an atom (hartree/bohr): 0.0270
HOMO (eV): -11.487
Energy above the lowest of the compared OMol25 structures with the same formula, charge and spin (kJ/mol): 27.8
SMILES: CCCC#N

***

# 13
Computed, not measured: the molecule C4H7N, with ωB97M-V with the def2-TZVPD basis set.

```
12
Properties=species:S:1:pos:R:3
C 1.236 -0.099 -0.792
C 0.181 -0.153 0.398
C -0.708 1.009 0.411
C -1.490 1.898 0.350
H 0.664 0.296 -1.689
H 1.663 -1.206 -0.950
H 2.130 0.587 -0.461
H 0.726 -0.199 1.398
H -0.082 -2.141 0.025
H -1.414 -1.400 0.756
H -2.223 2.719 0.435
N -0.684 -1.313 0.119
```

Results
Gap between HOMO and LUMO (eV): 10.534
Largest force on an atom (hartree/bohr): 0.0594
HOMO (eV): -9.446
Energy above the lowest of the compared OMol25 structures with the same formula, charge and spin (kJ/mol): 230.0
SMILES: C#C[C@H](C)N

***

# 14
Computed, not measured: the molecule C4H7N, with ωB97M-V with the def2-TZVPD basis set.

```
12
Properties=species:S:1:pos:R:3
C -1.157 -0.186 0.129
C -0.356 -1.246 -0.574
C 0.132 0.237 -0.434
C 1.312 0.645 0.374
N -2.197 0.008 0.756
H -0.001 -2.123 0.017
H -0.731 -1.494 -1.623
H 0.308 0.725 -1.602
H 2.242 0.408 -0.143
H 1.417 0.290 1.466
H 1.367 1.758 0.557
H -2.336 0.977 1.078
```

Results
Gap between HOMO and LUMO (eV): 10.041
Largest force on an atom (hartree/bohr): 0.0756
HOMO (eV): -9.174
Energy above the lowest of the compared OMol25 structures with the same formula, charge and spin (kJ/mol): 245.3
SMILES: [H]/N=C1/C[C@@H]1C

***

# 15
Computed, not measured: the molecule C4H7N, with ωB97M-V with the def2-TZVPD basis set.

```
12
Properties=species:S:1:pos:R:3
C -0.603 -0.813 -0.410
C 0.017 -0.191 0.852
C 1.225 0.536 0.663
C 2.274 1.087 0.700
H -1.268 0.030 -2.206
H -2.004 0.649 -0.864
H 0.184 -1.376 -0.913
H -1.357 -1.609 -0.085
H -0.619 0.602 1.219
H 0.171 -1.014 1.608
H 3.122 1.782 0.679
N -1.143 0.317 -1.243
```

Results
Gap between HOMO and LUMO (eV): 10.522
Largest force on an atom (hartree/bohr): 0.0596
HOMO (eV): -9.463
Energy above the lowest of the compared OMol25 structures with the same formula, charge and spin (kJ/mol): 210.8
SMILES: C#CCCN

***

# 16
Computed, not measured: the molecule C4H7N, with ωB97M-V with the def2-TZVPD basis set.

```
12
Properties=species:S:1:pos:R:3
C -1.018 -0.999 0.156
C -0.569 0.340 -0.337
C 0.759 1.039 0.211
C 1.831 -0.076 0.041
H -0.991 -1.164 1.269
H -0.394 -1.834 -0.356
H -2.137 -1.092 -0.137
H -1.377 1.027 -0.137
H -0.529 0.466 -1.479
H 0.737 1.316 1.260
H 1.068 1.875 -0.352
N 2.621 -0.898 -0.140
```

Results
Gap between HOMO and LUMO (eV): 12.358
Largest force on an atom (hartree/bohr): 0.0829
HOMO (eV): -11.509
Energy above the lowest of the compared OMol25 structures with the same formula, charge and spin (kJ/mol): 68.8
SMILES: CCCC#N

***

# 17
Computed, not measured: the molecule C4H7N, with ωB97M-V with the def2-TZVPD basis set.

```
12
Properties=species:S:1:pos:R:3
N -0.098 1.730 0.977
C 0.313 0.450 0.359
C -0.006 0.606 -1.129
C -0.744 -1.965 -0.057
C -0.268 -0.985 0.757
H 1.489 0.367 0.280
H -0.237 1.652 1.960
H -0.234 -0.462 -1.291
H -0.815 1.269 -1.331
H 0.017 -2.494 -0.723
H 0.901 0.860 -1.627
H -0.318 -1.029 1.825
```

Results
Gap between HOMO and LUMO (eV): 4.958
Largest force on an atom (hartree/bohr): 0.0941
HOMO (eV): -7.419
Energy above the lowest of the compared OMol25 structures with the same formula, charge and spin (kJ/mol): 801.4

***

# 18
Computed, not measured: a cluster of 2 separate species, C4H7N in total, with ωB97M-V with the def2-TZVPD basis set.

```
12
Properties=species:S:1:pos:R:3
C 0.180 -1.768 -0.388
C 1.518 0.261 0.477
C 0.408 -0.508 0.005
C -1.624 0.819 -0.281
N 2.635 0.360 -0.230
H -0.778 -2.222 -0.818
H 0.922 -2.423 -0.069
H 1.152 0.889 1.365
H -1.434 1.627 -1.060
H -2.381 0.117 -0.583
H -1.699 1.363 0.644
H 3.376 0.996 -0.030
```

Results
Spin multiplicity: 3
Gap between HOMO and LUMO (alpha / beta) (eV): 8.154 / 7.777
Largest force on an atom (hartree/bohr): 0.0784
HOMO (alpha / beta) (eV): -7.138 / -9.713
Energy above the lowest of the compared OMol25 structures with the same formula, charge and spin (kJ/mol): 260.9

***

# 19
Computed, not measured: a cluster of 2 separate species, C4H7N in total, with ωB97M-V with the def2-TZVPD basis set.

```
12
Properties=species:S:1:pos:R:3
C -2.974 -2.248 -1.728
C -0.006 -0.490 0.468
C 1.140 0.108 0.729
C 1.326 1.553 1.092
N -2.710 -1.542 -2.627
H -0.919 0.049 0.541
H 0.098 -1.638 0.283
H 2.142 -0.429 0.875
H 2.048 2.156 0.430
H 1.863 1.583 2.118
H 0.269 1.887 1.076
H -2.280 -0.990 -3.256
```

Results
Spin multiplicity: 3
Gap between HOMO and LUMO (alpha / beta) (eV): 6.146 / 9.357
Largest force on an atom (hartree/bohr): 0.2590
HOMO (alpha / beta) (eV): -5.039 / -11.387
Energy above the lowest of the compared OMol25 structures with the same formula, charge and spin (kJ/mol): 299.0

***

# 20
Computed, not measured: the ion C4H7N2 with charge +1, with ωB97M-V with the def2-TZVPD basis set.

```
13
Properties=species:S:1:pos:R:3
C 1.089 -0.819 0.557
C 0.302 1.499 0.154
C 0.956 0.299 -0.393
C -0.139 -0.810 -0.340
N -2.376 0.002 0.067
N -1.200 -0.070 0.168
H 1.801 -1.599 0.345
H 0.930 -0.643 1.611
H 0.462 1.788 1.180
H -0.127 2.233 -0.511
H 1.552 0.386 -1.293
H -0.317 -1.642 -1.015
H -2.934 -0.624 -0.530
```

Results
Gap between HOMO and LUMO (alpha / beta) (eV): 8.513 / 8.509
Largest force on an atom (hartree/bohr): 0.0619
HOMO (alpha / beta) (eV): -14.605 / -14.603
Energy above the lowest of the compared OMol25 structures with the same formula, charge and spin (kJ/mol): 561.8
Net charge: +1